(1)
C32H32IN4O6P2Zn | ωB97M-V/def2-TZVPD

Summary:
**Relative energy (zero: lowest compared OMol25 entry of this formula, charge and spin)**: 24.3 kcal/mol
**Charge**: +1

The geometry in XYZ format:
```
78
C32H32IN4O6P2Zn | OMol25 | ωB97M-V/def2-TZVPD
H -1.59 1.48 6.25
H -6.69 -1.91 0.68
C 1.39 -3.83 1.98
H -1.57 3.08 -0.99
C -1.56 -0.33 5.09
C 4.33 -1.96 0.66
H -0.73 2.18 -4.68
H 4.60 -0.41 2.15
P -1.12 -0.72 1.03
O 3.05 1.83 2.32
H 0.51 -0.23 -3.33
C 3.59 1.76 -2.39
H 1.61 -5.71 0.97
H 5.41 1.70 -1.25
C 3.58 -2.37 -0.44
I 0.57 4.64 -2.83
H 5.18 -2.55 0.97
H -1.50 -1.97 3.71
H -5.80 0.17 -0.30
C -1.16 1.85 4.18
H -1.05 2.92 4.31
C -0.53 -3.25 0.05
C -2.89 -1.16 0.84
C -3.40 -2.34 1.39
C 4.01 -0.79 1.34
C 2.26 3.58 -2.16
H -0.07 -5.17 -0.77
C -0.81 1.19 -4.23
Zn 0.45 0.45 -0.43
H 3.75 0.80 -2.88
H -2.50 4.45 -1.36
N -2.52 3.44 -1.28
C 0.15 -4.45 0.02
C -2.78 2.73 -2.58
H -2.74 -3.06 1.85
O 1.34 1.71 0.86
H 2.13 -4.05 2.73
H 3.83 -3.26 -1.01
H 0.92 0.25 -4.92
O -0.63 1.70 -1.55
C -1.41 -0.89 3.84
C -3.77 -0.27 0.24
H 0.95 -1.88 2.79
P -1.66 1.22 -2.59
C 1.66 -1.73 -2.08
C 0.72 -2.61 2.02
H -1.27 -3.01 -0.71
H -2.56 3.41 -3.40
C -1.45 1.04 5.26
H -3.37 0.64 -0.20
C 3.09 4.17 -1.23
C 4.25 3.47 -0.88
C -1.13 -0.08 2.73
N 2.17 -0.53 -0.10
H 4.92 3.89 -0.14
H 2.86 5.12 -0.77
H -1.78 -0.97 5.94
C 1.09 -4.75 0.99
C 2.49 -1.61 -0.81
C -5.63 -1.70 0.73
O -2.41 -0.02 -2.36
O 1.94 -2.55 -2.93
C 2.89 -0.09 0.92
C -1.00 1.29 2.92
N 0.54 0.59 -4.05
H -3.82 2.41 -2.64
C 4.51 2.26 -1.49
C 2.40 1.27 1.45
H -5.15 -3.52 1.77
C -0.27 -2.33 1.07
H -1.41 0.54 -4.86
H -3.18 3.18 -0.55
C -4.76 -2.60 1.34
C -5.13 -0.53 0.18
H 1.20 1.26 -3.60
H -0.72 1.92 2.08
O 0.72 -0.82 -2.16
N 2.47 2.41 -2.73
```



(2)
C32H32IN9O3PbS | ωB97M-V/def2-TZVPD

Summary:
**Relative energy (zero: lowest compared OMol25 entry of this formula, charge and spin)**: 8.3 kcal/mol
**Charge**: +2

The geometry in XYZ format:
```
79
C32H32IN9O3PbS | OMol25 | ωB97M-V/def2-TZVPD
N 11.62 -15.76 -11.67
H 4.78 -9.85 -11.87
H 12.46 -16.28 -11.53
C 12.08 -10.68 -9.61
H 12.61 -10.01 -6.96
C 11.61 -10.46 -7.09
O 11.30 -10.16 -17.53
H 14.46 -9.50 -11.95
H 11.09 -10.60 -5.00
H 10.25 -8.10 -16.55
H 8.92 -11.67 -5.40
N 8.89 -10.06 -11.07
H 7.46 -13.25 -14.05
H 10.13 -14.89 -7.36
H 10.74 -10.30 -13.79
C 12.74 -10.93 -11.85
Pb 10.04 -12.23 -11.04
C 8.56 -16.69 -11.60
C 8.77 -15.34 -11.22
S 13.46 -9.64 -9.75
C 10.55 -11.28 -14.23
H 12.07 -14.32 -10.44
H 9.45 -8.92 -15.27
C 8.91 -17.62 -10.69
N 8.89 -7.94 -10.51
N 11.82 -14.34 -11.46
N 10.10 -8.96 -16.02
N 10.10 -11.51 -8.56
H 5.92 -11.92 -15.53
C 6.87 -12.48 -13.64
H 10.42 -16.67 -7.10
C 7.98 -14.35 -11.81
H 7.60 -18.11 -12.84
H 11.49 -15.64 -8.02
C 10.56 -11.27 -15.60
C 9.17 -9.19 -10.13
C 9.68 -16.14 -9.06
O 8.37 -16.57 -14.06
H 7.19 -14.77 -12.43
C 7.02 -12.30 -12.29
C 9.27 -11.76 -7.55
H 8.78 -18.69 -10.83
O 9.74 -13.86 -9.68
C 5.39 -10.56 -12.36
C 11.83 -11.26 -10.81
C 10.23 -13.65 -15.51
C 7.77 -17.02 -12.84
N 9.42 -17.38 -9.38
H 11.32 -15.90 -12.63
C 6.26 -11.33 -11.65
I 6.07 -11.52 -9.63
H 9.63 -9.38 -9.20
H 6.82 -16.55 -12.73
H 4.68 -10.09 -14.36
C 10.14 -13.55 -14.10
H 12.68 -11.36 -12.85
C 10.77 -10.73 -6.01
C 10.44 -15.84 -7.79
H 8.06 -9.84 -13.01
C 5.97 -11.74 -14.42
H 9.92 -14.42 -13.48
C 8.41 -9.33 -12.12
H 9.09 -7.11 -9.97
H 10.59 -12.56 -17.28
C 13.66 -10.04 -11.44
H 8.05 -7.18 -12.32
C 9.40 -15.08 -9.96
C 10.42 -12.52 -16.23
C 5.30 -10.74 -13.76
C 11.23 -10.79 -8.39
H 7.95 -17.06 -14.79
C 9.59 -11.40 -6.24
N 8.01 -13.04 -11.63
N 10.32 -12.37 -13.49
H 12.57 -13.96 -12.03
H 10.11 -14.62 -15.98
C 8.39 -8.01 -11.79
C 10.71 -10.06 -16.47
H 8.33 -12.29 -7.79
```



(3)
C32H32N6O3PbS | ωB97M-V/def2-TZVPD

Summary:
**Relative energy (zero: lowest compared OMol25 entry of this formula, charge and spin)**: 92.9 kcal/mol
**Charge**: +2

The geometry in XYZ format:
```
75
C32H32N6O3PbS | OMol25 | ωB97M-V/def2-TZVPD
N 1.96 -1.21 0.66
H 3.82 2.00 2.26
C 1.52 -0.62 3.00
C 0.52 -0.13 -4.61
C 1.50 0.84 -4.75
C 1.85 5.56 -2.37
C 3.92 -2.34 -0.07
C 2.69 -1.76 -0.32
H -3.44 3.36 0.50
C 1.53 1.07 -2.28
H -2.67 -2.75 4.10
C -3.60 -3.35 -1.65
O 0.78 2.15 -1.68
C 1.22 4.33 -2.46
C 2.02 1.43 -3.64
C -3.94 -2.65 0.86
C 2.35 3.58 -0.45
O 1.87 1.64 0.85
H -2.02 1.72 2.81
N -1.13 -1.96 -1.01
H 0.53 4.11 -3.26
C 1.47 3.35 -1.52
H -3.40 -0.84 -0.28
C -3.01 -1.46 0.53
N -0.92 -1.46 -3.27
H -2.87 2.41 -0.88
H -2.97 -4.53 0.01
H 1.64 6.33 -3.11
N 0.16 -0.53 2.53
C -2.85 -2.44 3.09
H -0.44 2.51 3.01
H -1.91 3.50 2.87
H 5.35 -2.79 1.47
H 2.39 0.85 -1.62
C 3.63 -1.78 2.23
C -2.11 -1.25 2.63
C 0.10 -0.52 -3.29
C -0.84 -0.87 3.39
H -4.51 -3.83 -1.96
H -3.32 1.59 0.65
C 2.99 4.83 -0.40
H 3.53 3.75 2.22
S -1.17 2.65 0.76
C -2.84 -2.72 -2.56
O -0.75 -1.03 4.59
N -2.33 -0.67 1.51
Pb -0.10 0.02 0.38
C -3.69 -3.09 2.27
H -5.01 -2.53 0.68
C 4.40 -2.34 1.23
H 3.96 -1.78 3.26
H 2.79 2.19 -3.71
C -1.58 -2.04 -2.21
H 1.92 0.35 3.29
H -1.28 -1.70 -4.18
H -1.38 -2.83 0.84
H 1.56 -1.26 3.88
H 0.08 -0.61 -5.48
N 0.61 -0.04 -2.20
H 3.24 6.76 -1.26
C 3.72 2.87 1.61
C 2.74 5.81 -1.34
H 1.85 1.11 -5.74
C 2.40 -1.22 1.92
H 2.26 -1.73 -1.31
H -4.24 -3.94 2.65
C 2.58 2.62 0.66
H -3.16 -2.69 -3.59
C -2.88 2.48 0.21
H 4.48 -2.79 -0.88
H 3.67 5.04 0.41
C -1.42 2.58 2.54
C -1.99 -2.49 0.01
H 4.65 3.03 1.07
C -3.15 -3.48 -0.23
```